No. 1
The following is a quantum chemistry calculation of a molecular structure, C32H48HfN4O6S5Si4 at a distorted geometry, from the Open Molecules 2025 dataset.

ORCA input file:
```
! wB97M-V def2-TZVPD RIJCOSX def2/J DEFGRID3
* xyz -2 1
Hf 0.5018 -0.5918 1.3065
N 1.2846 1.6607 1.1736
C 2.7021 1.6810 0.7599
C 3.3870 0.3669 1.1196
O 4.5443 0.3630 1.5384
N 2.6011 -0.6951 0.8622
C 3.1549 -2.0131 1.1399
C 2.1377 -2.9330 1.8185
O 2.4917 -3.9460 2.3792
O 0.8768 -2.5393 1.7173
H 0.7152 2.3013 0.6016
H 1.2263 2.0043 2.1291
H 3.2558 2.5059 1.2073
H 2.7392 1.7923 -0.3267
H 4.0479 -1.9548 1.7609
H 3.4450 -2.5056 0.2054
C 3.7511 -1.2592 4.4717
O 3.3221 -0.4157 5.5452
C 2.3014 0.4709 5.4119
C 2.2151 1.3890 6.4355
C 1.1924 2.3428 6.5192
C 0.2291 2.3557 5.5492
C 0.2925 1.4466 4.4742
C -0.8518 1.3842 3.6081
N -0.9786 0.6290 2.5774
N -2.2958 0.5971 2.0904
C -2.4440 -0.4502 1.3430
O -1.4885 -1.2716 1.0174
C -3.8357 -0.7993 0.9541
C -4.1986 -2.1397 0.8942
C -5.5091 -2.4927 0.6095
C -6.4565 -1.5079 0.3650
C -6.0904 -0.1682 0.4116
C -4.7857 0.1879 0.7160
C 1.3385 0.4933 4.3450
O 1.4094 -0.3081 3.3327
H 2.9920 -1.9894 4.2079
H 4.0358 -0.6738 3.6001
H 4.6264 -1.7748 4.8652
H 2.9854 1.3390 7.1959
H 1.1655 3.0397 7.3464
H -0.6012 3.0513 5.5914
H -1.7269 1.9718 3.8844
H -3.4392 -2.8933 1.0627
H -5.7885 -3.5382 0.5675
H -7.4784 -1.7836 0.1331
H -6.8242 0.6019 0.2072
H -4.4840 1.2261 0.7604
C 3.6872 -0.4758 -2.3244
Si 1.9208 -0.4400 -2.9947
C 1.5586 1.3351 -3.5406
C 2.0909 -1.4426 -4.5937
Si 0.2667 -1.0847 -1.4503
Si 0.3110 -3.4332 -1.7164
C 2.0252 -4.1942 -1.4598
C -0.1712 -4.0692 -3.4365
C -0.8521 -4.3361 -0.5358
Si -1.6838 -0.7309 -2.7356
C -1.4848 -0.8656 -4.6148
C -3.0379 -1.9945 -2.3262
C -2.5035 0.9398 -2.4913
H 4.3539 0.0693 -3.0001
H 4.0488 -1.5060 -2.2546
H 3.7775 -0.0416 -1.3317
H 2.4677 1.8561 -3.8556
H 1.0956 1.9153 -2.7374
H 0.8576 1.3426 -4.3797
H 2.7754 -0.9163 -5.2675
H 1.1405 -1.5716 -5.1113
H 2.5060 -2.4348 -4.3980
H 2.8092 -3.5935 -1.9287
H 2.0507 -5.1912 -1.9112
H 2.2722 -4.3061 -0.4036
H 0.4693 -3.6578 -4.2177
H -1.2037 -3.8286 -3.6914
H -0.0640 -5.1593 -3.4480
H -0.7685 -3.9319 0.4736
H -0.6059 -5.4025 -0.5014
H -1.8892 -4.2334 -0.8631
H -1.0413 -1.8130 -4.9212
H -0.8702 -0.0584 -5.0188
H -2.4792 -0.7929 -5.0683
H -2.9818 -2.8727 -2.9739
H -4.0257 -1.5397 -2.4502
H -2.9596 -2.3409 -1.2989
H -1.8730 1.7649 -2.8251
H -2.7321 1.1353 -1.4414
H -3.4424 0.9601 -3.0558
C -2.4633 6.3635 0.8427
S -2.4085 6.6063 -0.9489
C -0.7542 6.1480 -1.2912
C -0.2118 4.9080 -1.1289
S -0.9546 3.4619 -0.5841
S 1.5049 4.8686 -1.5298
C 1.7481 6.5115 -1.9820
S 3.1970 7.1377 -2.4993
S 0.3098 7.4253 -1.8340
H -3.4785 6.6028 1.1601
H -1.7574 7.0268 1.3400
H -2.2378 5.3227 1.0702
*
```

Computed properties:
Orbital gap   6.593 eV

=====

No. 2
The following is a quantum chemistry calculation of a molecular structure, C32H48N6O12Sr2 at a distorted geometry, from the Open Molecules 2025 dataset.

ORCA input file:
```
! wB97M-V def2-TZVPD RIJCOSX def2/J DEFGRID3
* xyz 2 1
N -17.8101 17.6836 -7.3083
H -16.9132 18.0988 -7.0999
H -17.4928 16.7281 -7.3887
H -18.3711 17.9276 -8.1120
H -18.2637 17.8456 -6.4206
N -18.4016 14.8877 -4.4308
H -18.8336 15.7999 -4.4686
H -19.2577 14.3574 -4.3531
H -17.7817 14.9343 -3.6348
H -17.8703 14.8818 -5.2897
Sr -17.0461 18.7960 -3.2951
Sr -14.5791 16.2220 -5.3054
C -14.6733 15.6112 -1.5274
C -16.0221 15.6263 -2.0695
O -16.1894 16.3826 -3.2465
H -13.8940 15.0973 -2.0902
H -14.6672 14.9843 -0.6357
H -14.3742 16.6099 -1.2092
H -16.5608 16.0837 -1.2396
H -16.2153 14.5946 -2.3633
C -15.2797 13.6603 -7.9447
C -16.6311 14.0798 -7.3494
O -16.5672 15.2404 -6.4894
H -15.3888 13.3788 -8.9921
H -14.8720 12.8456 -7.3463
H -14.5027 14.4244 -7.9249
H -17.1666 13.2132 -6.9617
H -17.1871 14.2936 -8.2623
C -20.9148 18.0259 -6.3980
C -20.3722 17.7073 -5.0590
O -18.9597 17.8156 -4.9284
H -20.5586 17.2699 -7.0978
H -20.8864 19.0452 -6.7833
H -21.9949 17.8817 -6.3728
H -20.8940 16.7962 -4.7664
H -20.6889 18.4701 -4.3477
C -13.5253 20.0684 -6.3212
C -14.9670 20.0094 -5.8832
O -15.4840 18.7734 -5.4308
H -13.2174 21.0747 -6.6052
H -13.3121 19.5697 -7.2667
H -12.8104 19.8081 -5.5407
H -15.6300 20.5169 -6.5839
H -15.1509 20.7104 -5.0691
C -22.1364 19.2663 -13.0757
C -20.9496 20.0846 -13.1228
C -19.9542 19.8059 -12.1603
C -20.0816 18.7811 -11.1855
C -21.2620 18.0280 -11.1604
C -22.2338 18.2350 -12.1347
N -18.9877 18.5702 -10.1541
O -18.9797 17.5231 -9.6256
O -18.0496 19.2669 -9.9635
H -22.7783 19.2735 -13.9442
H -20.9957 20.8011 -13.9297
H -19.1453 20.5107 -12.0366
H -21.3701 17.1071 -10.6066
H -23.1013 17.5918 -12.1212
C -21.2089 10.7938 -10.7049
C -20.1644 10.9916 -9.8357
C -20.1879 11.9636 -8.8551
C -21.2879 12.8594 -8.7083
C -22.3845 12.6942 -9.6448
C -22.2667 11.6199 -10.5317
N -21.3364 13.8829 -7.6605
O -20.5238 13.7766 -6.7095
O -22.2230 14.7308 -7.7103
H -21.1837 9.9826 -11.4175
H -19.2676 10.4119 -9.9971
H -19.3571 12.1843 -8.2013
H -23.3157 13.2391 -9.5974
H -23.2084 11.4348 -11.0270
C -10.6564 17.6002 -11.6487
C -10.6006 18.0558 -10.3553
C -11.6375 18.0267 -9.4633
C -12.8304 17.4684 -9.9160
C -12.9886 17.0205 -11.2701
C -11.8362 17.0364 -12.1162
N -13.9279 17.1974 -8.9331
O -14.9787 17.1364 -9.4311
O -13.9203 16.9689 -7.6907
H -9.8640 17.4851 -12.3734
H -9.7419 18.5874 -9.9726
H -11.4083 18.3991 -8.4758
H -13.8589 16.6003 -11.7523
H -11.7939 16.6490 -13.1234
C -20.0016 22.2091 -8.5554
C -21.2148 21.8616 -7.9939
C -21.2915 21.5496 -6.6273
C -20.1706 21.6781 -5.8005
C -18.9384 22.1990 -6.3522
C -18.9223 22.5202 -7.7380
N -20.1191 21.2807 -4.3886
O -21.1458 20.9092 -3.8328
O -19.0270 20.8736 -4.0244
H -19.8160 22.3960 -9.6028
H -22.1415 21.6902 -8.5214
H -22.2526 21.2921 -6.2073
H -18.0601 22.5107 -5.8064
H -18.0093 22.9942 -8.0668
*
```

Computed properties:
Orbital gap   7.811 eV

=====

No. 3
The following is a quantum chemistry calculation of 8 unconnected molecules or ions with the total composition C32H48O16 at a distorted geometry, from the Open Molecules 2025 dataset.

ORCA input file:
```
! wB97M-V def2-TZVPD RIJCOSX def2/J DEFGRID3
* xyz 0 1
O 8.0478 -2.0941 -6.0840
C 7.2608 -3.0566 -6.0250
C 5.8101 -3.0488 -6.1881
C 5.4110 -4.4764 -6.0358
C 6.7110 -5.2928 -6.2306
O 7.7408 -4.3646 -6.0460
H 5.2871 -2.3708 -5.5137
H 5.5794 -2.6001 -7.1542
H 4.8403 -4.5804 -5.1130
H 4.7018 -4.6539 -6.8443
H 6.6861 -6.1959 -5.6208
H 6.6147 -5.6422 -7.2586
O 2.3140 3.7556 4.9947
C 1.7073 4.8075 4.7777
C 0.5860 5.4830 5.6309
C -0.1113 6.3461 4.5578
C 1.0453 6.7326 3.6368
O 1.9109 5.6222 3.7428
H 0.0110 4.7028 6.1296
H 0.9445 6.0644 6.4803
H -0.9209 5.6914 4.2350
H -0.6400 7.2203 4.9376
H 0.6685 7.1188 2.6897
H 1.5538 7.5717 4.1115
O 8.3968 5.3893 1.1423
C 8.3932 4.6155 0.1529
C 9.5761 4.2938 -0.7960
C 8.7707 3.7534 -1.9428
C 7.6570 2.9444 -1.1988
O 7.2711 3.7768 -0.1164
H 10.1390 5.1509 -1.1655
H 10.3509 3.6511 -0.3779
H 8.3867 4.5633 -2.5631
H 9.4147 3.1809 -2.6104
H 6.7651 2.7067 -1.7784
H 8.2070 2.1271 -0.7325
O -3.9117 -2.1164 -7.2194
C -4.7470 -1.3256 -6.8757
C -5.6113 -0.3590 -7.6788
C -5.5150 0.8564 -6.7022
C -5.4980 0.1983 -5.3268
O -4.9992 -1.1241 -5.5646
H -5.2306 -0.2225 -8.6910
H -6.6468 -0.6983 -7.6514
H -4.5328 1.2195 -7.0048
H -6.2566 1.6462 -6.8221
H -4.9062 0.7945 -4.6322
H -6.5223 0.0579 -4.9814
O 1.6252 -0.3547 -0.6965
C 0.4592 -0.0828 -0.4964
C -0.2716 1.2722 -0.6034
C -1.3835 1.0815 0.3865
C -1.6185 -0.2980 0.0010
O -0.3744 -0.9791 -0.0828
H 0.4153 2.0595 -0.2930
H -0.7770 1.3253 -1.5677
H -1.0270 1.2566 1.4016
H -2.2989 1.6278 0.1594
H -2.3115 -0.7710 0.6968
H -2.0248 -0.4245 -1.0025
O -7.5055 6.4990 1.7635
C -8.7261 6.2992 1.9776
C -9.9120 5.9259 1.0507
C -11.0386 6.1232 2.0044
C -10.5596 6.5020 3.3664
O -9.1564 6.5301 3.2644
H -9.9699 6.5844 0.1840
H -9.6903 4.9018 0.7503
H -11.6247 6.8894 1.4970
H -11.7362 5.2938 2.1207
H -11.0648 7.4467 3.5671
H -10.7136 5.8016 4.1872
O -3.6513 -0.8897 7.6451
C -3.2738 -2.0295 7.6415
C -1.7564 -2.4053 8.0723
C -1.9398 -3.9381 8.1362
C -2.9413 -4.1294 6.9233
O -3.8710 -3.0519 7.0043
H -1.0553 -1.9541 7.3702
H -1.5256 -1.9257 9.0236
H -0.9702 -4.4161 7.9970
H -2.4244 -4.1442 9.0906
H -2.4680 -4.1754 5.9425
H -3.5425 -5.0126 7.1392
O 3.7059 -10.1518 1.8003
C 3.5440 -9.5602 0.7616
C 4.2210 -9.7656 -0.5614
C 2.9563 -9.4497 -1.4285
C 2.2461 -8.3207 -0.6283
O 2.5905 -8.5300 0.7059
H 4.8272 -8.8598 -0.5500
H 4.7837 -10.6978 -0.6113
H 3.0976 -9.0136 -2.4174
H 2.2136 -10.2338 -1.5755
H 2.6377 -7.3682 -0.9853
H 1.1707 -8.3065 -0.8054
*
```

Computed properties:
Orbital gap   10.180 eV
SMILES   O=C1CCCO1.O=C1CCCO1.O=C1CCCO1.O=C1CCCO1.O=C1CCCO1.O=C1CCCO1.O=C1CCCO1.O=C1CCCO1

=====

No. 4
The following is a quantum chemistry calculation of a molecular structure, C32H48O3RhSSe, from the Open Molecules 2025 dataset.

ORCA input file:
```
! wB97M-V def2-TZVPD RIJCOSX def2/J DEFGRID3
* xyz 1 5
Rh 0.6436 0.5679 2.3777
C -5.5221 -1.3154 -1.3263
C -4.6073 -0.3406 -2.0799
C -5.4734 0.7556 -2.7006
C -3.8913 -1.0864 -3.2150
C -3.5638 0.2196 -1.1175
C -2.6817 -0.6450 -0.4793
C -1.7076 -0.1516 0.3717
Se -0.5984 -1.3991 1.3264
C 0.7880 -1.6768 0.0200
C 0.6918 -2.7350 -0.8270
C 1.6990 -3.0129 -1.7834
C 2.8198 -2.1779 -1.8236
C 2.9902 -1.0901 -0.9940
C 1.9401 -0.8021 -0.0262
O 2.0334 0.2091 0.7230
C 4.2121 -0.1853 -1.0777
C 4.9511 -0.1713 0.2722
C 5.2025 -0.6703 -2.1406
C 3.7767 1.2392 -1.4609
C 1.5156 -4.1945 -2.7165
C 2.6898 -4.3685 -3.6784
C 0.2350 -3.9704 -3.5406
C 1.3686 -5.4743 -1.8779
C -1.6002 1.2226 0.6397
O -0.6226 1.6994 1.4240
C -2.5116 2.1189 0.0399
C -3.4545 1.5786 -0.8263
C -2.4459 3.6213 0.3152
C -3.5353 4.3900 -0.4372
C -1.0895 4.1781 -0.1413
C -2.6508 3.8855 1.8154
H -6.2849 -1.7120 -1.9985
H -4.9641 -2.1613 -0.9230
H -6.0249 -0.8178 -0.4959
H -6.1962 0.3033 -3.3801
H -6.0342 1.3080 -1.9450
H -4.8777 1.4656 -3.2765
H -4.6203 -1.4899 -3.9199
H -3.2223 -0.4187 -3.7603
H -3.2998 -1.9213 -2.8368
H -2.7422 -1.7144 -0.6415
H -0.1757 -3.3802 -0.7785
H 3.5849 -2.4012 -2.5479
H 5.2274 -1.1825 0.5768
H 5.8709 0.4054 0.1669
H 4.3521 0.2810 1.0578
H 5.5776 -1.6730 -1.9287
H 4.7677 -0.6612 -3.1412
H 6.0594 0.0030 -2.1536
H 3.0905 1.6694 -0.7359
H 4.6622 1.8739 -1.5150
H 3.3007 1.2475 -2.4428
H 2.8125 -3.5040 -4.3328
H 3.6286 -4.5421 -3.1498
H 2.5067 -5.2354 -4.3128
H 0.3030 -3.0570 -4.1332
H 0.0931 -4.8088 -4.2234
H -0.6529 -3.9040 -2.9114
H 2.2509 -5.6448 -1.2597
H 0.4948 -5.4429 -1.2271
H 1.2522 -6.3296 -2.5444
H -4.1482 2.2545 -1.2978
H -3.4320 4.2948 -1.5193
H -4.5388 4.0676 -0.1537
H -3.4499 5.4494 -0.1935
H -0.9547 4.0291 -1.2142
H -1.0522 5.2514 0.0540
H -0.2612 3.7027 0.3800
H -3.5978 3.4631 2.1564
H -1.8472 3.4570 2.4093
H -2.6802 4.9615 1.9979
O 1.0495 -0.0899 4.4340
S 0.4156 1.0599 5.2401
C 0.8800 0.7233 6.9648
C 1.9972 1.6908 7.3676
C 2.7079 2.1064 6.0836
C 1.5818 2.4331 5.1146
H 1.2068 -0.3172 6.9346
H -0.0154 0.7889 7.5795
H 2.6645 1.2207 8.0880
H 1.5650 2.5702 7.8486
H 3.3046 1.2824 5.6878
H 3.3655 2.9628 6.2257
H 1.8688 2.5347 4.0657
H 1.0288 3.3301 5.4056
*
```

Computed properties:
Orbital gap (alpha / beta)   8.444 / 5.203 eV

=====

No. 5
The following is a quantum chemistry calculation of a molecular structure, C32H48O3SSeY, from the Open Molecules 2025 dataset.

ORCA input file:
```
! wB97M-V def2-TZVPD RIJCOSX def2/J DEFGRID3
* xyz 1 1
Y -0.2238 -2.3038 -2.3891
C -2.1001 0.2870 4.1349
C -3.1294 0.5923 3.0461
C -3.0590 2.0927 2.7248
C -4.5251 0.2476 3.5834
C -2.8639 -0.2057 1.7718
C -1.8067 -1.0884 1.6389
C -1.6246 -1.7707 0.4478
Se -0.1601 -3.0508 0.3293
C 1.4153 -1.9589 0.5889
C 1.7645 -1.6132 1.8781
C 2.9192 -0.8784 2.1158
C 3.6973 -0.5687 1.0093
C 3.4028 -0.9362 -0.3074
C 2.2065 -1.6358 -0.5338
O 1.7869 -1.9961 -1.7637
C 4.4361 -0.5311 -1.3777
C 4.1435 -1.0214 -2.8012
C 4.5293 1.0041 -1.4266
C 5.8081 -1.1096 -0.9909
C 3.2881 -0.4837 3.5446
C 3.5124 -1.7551 4.3770
C 4.5626 0.3597 3.5964
C 2.1416 0.3304 4.1604
C -2.4821 -1.6381 -0.6572
O -2.2168 -2.3326 -1.7814
C -3.5566 -0.7325 -0.5408
C -3.7044 -0.0656 0.6696
C -4.5817 -0.4022 -1.6440
C -5.9834 -0.7968 -1.1502
C -4.3593 -1.0961 -2.9922
C -4.5442 1.1126 -1.9148
H -2.3314 0.8713 5.0263
H -2.1138 -0.7680 4.4170
H -1.0905 0.5559 3.8154
H -3.2519 2.6797 3.6249
H -2.0678 2.3565 2.3486
H -3.7968 2.3794 1.9734
H -4.7266 0.8094 4.4976
H -5.3080 0.4921 2.8634
H -4.5963 -0.8173 3.8130
H -1.1171 -1.2559 2.4543
H 1.1337 -1.9299 2.6998
H 4.6102 -0.0148 1.1748
H 3.2242 -0.5876 -3.1943
H 4.9724 -0.7190 -3.4446
H 4.0547 -2.1053 -2.8465
H 3.5558 1.4349 -1.6743
H 4.8460 1.4215 -0.4707
H 5.2521 1.3125 -2.1852
H 5.7706 -2.2006 -0.9744
H 6.5568 -0.8038 -1.7246
H 6.1437 -0.7676 -0.0126
H 4.3252 -2.3505 3.9569
H 3.7740 -1.4912 5.4035
H 2.6166 -2.3777 4.4087
H 5.4231 -0.1932 3.2137
H 4.4557 1.2854 3.0262
H 4.7772 0.6288 4.6312
H 1.2167 -0.2473 4.2085
H 2.4004 0.6270 5.1788
H 1.9500 1.2337 3.5767
H -4.5397 0.6177 0.7628
H -6.0334 -1.8709 -0.9638
H -6.2478 -0.2813 -0.2266
H -6.7315 -0.5432 -1.9041
H -4.3964 -2.1797 -2.9047
H -5.1520 -0.7791 -3.6730
H -3.4021 -0.8128 -3.4323
H -4.7890 1.6998 -1.0299
H -3.5470 1.4076 -2.2542
H -5.2636 1.3696 -2.6950
O -0.4295 -0.0655 -2.5695
S 0.6503 0.9977 -2.8656
C 0.9561 0.8715 -4.6609
C 0.4325 2.1544 -5.3057
C -0.7904 2.5656 -4.4874
C -0.3233 2.5130 -3.0384
H 0.3621 0.0067 -4.9635
H 2.0108 0.6697 -4.8356
H 0.1981 1.9870 -6.3560
H 1.1946 2.9343 -5.2561
H -1.6126 1.8644 -4.6443
H -1.1433 3.5632 -4.7451
H -1.1082 2.4613 -2.2851
H 0.3532 3.3359 -2.7977
*
```

Computed properties:
Orbital gap   6.530 eV

=====

Ordered E results: -5115.9974; -2540.1497; -2451.8727; -4383.7622; -4311.7337; unit Ha.
Ordered relative energy (zero: lowest compared OMol25 entry of this formula, charge and spin) results: 0.00; 0.00; 526.52; 3.45; 0.00; unit kJ/mol.